A 2-piece molecular cluster, CH4NO3 overall in a non-equilibrium geometry. Source: the Open Molecules 2025 dataset; level of theory: ωB97M-V/def2-TZVPD.

Geometry as XYZ:
```
9
Properties=species:S:1:pos:R:3:forces:R:3:mulliken_charge:R:1
C -0.4532 0.1881 -0.1990 3.010 -3.215 -1.049 0.777
N -0.7742 1.1327 0.6210 -2.259 1.272 1.030 -0.289
O 0.7169 -0.5202 -0.2835 -1.380 1.800 0.145 -0.289
O 2.5501 -1.1020 0.2984 0.907 1.113 -0.164 -0.197
O -1.1758 -0.4013 -1.1255 -0.309 0.206 -0.087 -0.401
H -0.1544 1.7277 1.1781 0.554 -0.983 -0.452 0.282
H 3.1877 -0.4473 -0.1380 -0.946 -0.855 0.527 0.381
H -1.7705 1.4036 0.8800 1.391 -0.816 -1.267 0.310
H -0.6507 -1.1236 -1.6425 -0.967 1.478 1.316 0.427
```
Positions in Å, forces in eV/Å.

Summary:
Maximum force in Eh/bohr: 0.0880
E_HOMO (spin up / spin down) in eV: -17.034 / -16.533
E_tot in eV: -8721.67296
Net charge: +1
Frontier orbital gap (spin up / spin down) in eV: 8.669 / 10.221
ΔE to the lowest compared entry with this formula, charge and spin in eV: 2.384